Entry from the OMol25 dataset: C56H66F3N7O18Si2 as an isolated structure in a non-equilibrium geometry (ωB97M-V/def2-TZVPD).

Geometry as XYZ:
```
152
Properties=species:S:1:pos:R:3:forces:R:3
C -6.292238 -4.247882 -5.298462 3.92 0.60 8.41
C -5.667433 -4.090779 -4.024510 -4.91 -0.69 -9.43
Si -5.062152 -3.531897 -2.240493 -0.45 0.86 -0.65
C -3.527670 -4.618030 -1.838485 1.64 -1.10 0.05
C -3.721503 -5.702117 -0.629341 0.48 -1.10 0.42
C -2.809671 -5.415685 0.712840 -0.58 -0.73 -0.59
O -3.243767 -6.424658 1.735572 -0.06 2.80 0.37
C -6.592696 -3.862793 -1.057692 -1.19 -0.04 -0.69
C -7.345529 -5.286658 -1.333629 -0.40 -4.50 6.00
O -7.408521 -6.163038 -0.292119 0.53 5.49 -6.79
O -8.022772 -5.714636 -2.566568 3.50 -1.15 1.10
C -7.392716 -6.906207 -3.160516 -3.26 -4.17 -4.76
C -5.863144 -7.446080 -2.834376 -0.14 -0.52 0.72
O -8.125871 -7.624090 -4.055428 4.62 5.29 6.10
O -4.763089 -1.813179 -2.144092 1.00 -2.69 -1.11
Si -3.416562 -1.251382 -3.084722 0.21 2.26 -0.52
C -1.874524 -0.661286 -2.042863 0.85 0.18 1.11
C -1.890633 -1.162510 -0.484668 0.89 1.20 0.67
C -3.023074 -0.430448 0.465513 0.80 -0.42 1.34
C -2.712752 -0.975837 2.016005 0.01 -1.27 -0.35
C -4.089487 -1.334010 2.832375 1.04 0.58 -1.14
O -3.867923 -2.438075 3.797754 -2.88 1.37 -0.70
C -5.228615 -2.679978 4.366879 -0.01 -0.14 0.51
C -4.042291 0.383018 -3.983777 -1.30 0.53 -0.55
C -5.140658 1.184969 -3.027078 -0.11 0.03 -1.12
C -5.964781 2.244098 -4.014721 0.25 0.54 -0.14
F -7.132865 1.545228 -4.669605 3.69 2.63 1.94
F -5.068827 2.767126 -5.093117 -3.25 -1.38 3.18
F -6.463241 3.433421 -3.261777 1.19 -3.58 -2.66
C -2.766973 -2.385294 -4.478585 1.55 -0.33 -1.26
N -3.648360 -2.215061 -5.734414 1.41 -1.77 -0.05
C -2.859521 -1.603594 -6.873813 -0.91 0.05 -1.44
H -6.828310 -4.518549 -6.330571 1.58 0.75 2.95
H -3.252939 -5.241523 -2.818904 -0.63 1.49 2.01
H -2.545891 -4.000899 -1.588158 -2.08 -1.02 -0.62
H -4.820061 -5.861659 -0.262856 1.98 0.47 -0.77
H -3.362276 -6.760189 -1.049436 -0.83 2.25 1.04
H -2.965567 -4.320527 1.114843 0.50 -2.10 -0.83
H -1.698205 -5.683269 0.463403 -1.98 0.95 0.50
H -3.559319 -5.884948 2.530565 0.66 -1.22 -1.67
H -6.232631 -3.805189 0.054823 -1.01 -0.44 -2.09
H -7.350201 -2.980335 -1.281665 1.47 -1.81 0.44
H -5.021098 -6.662341 -3.070659 -1.96 -1.31 0.59
H -5.825572 -7.790411 -1.696549 -0.07 1.07 -2.40
H -5.612022 -8.430596 -3.456222 -1.11 2.40 1.08
H -0.879149 -1.025769 -2.577283 -2.05 0.62 1.11
H -1.780343 0.528356 -2.009059 -0.40 -2.51 -0.18
H -0.836718 -0.843903 -0.022825 -2.24 -0.81 -0.85
H -1.968579 -2.319269 -0.328201 0.00 2.10 -0.51
H -2.883568 0.752421 0.531635 -0.45 -2.58 -0.66
H -4.114968 -0.750015 0.181900 2.10 0.84 0.31
H -1.973167 -0.260119 2.583375 -2.41 -1.50 -1.47
H -2.126809 -2.008445 1.890326 -1.26 2.09 0.35
H -4.883797 -1.720487 2.034891 1.43 1.01 1.68
H -4.435543 -0.335644 3.363595 0.29 -2.15 -0.88
H -5.187969 -3.660352 5.005966 0.01 1.99 -1.18
H -5.522693 -1.751453 5.032079 0.48 -1.91 -1.21
H -6.056537 -2.809217 3.531058 1.79 0.24 1.52
H -3.129913 1.078437 -4.284592 -2.17 -1.48 0.81
H -4.639744 0.120819 -4.979811 1.44 0.35 2.07
H -4.554659 1.725230 -2.160287 -1.59 -0.74 -1.80
H -5.974130 0.451801 -2.607483 1.90 1.64 -0.84
H -1.707401 -1.946653 -4.812808 -2.11 -1.06 1.31
H -2.568519 -3.502981 -4.203278 -0.46 1.91 -0.53
H -3.805129 -3.223854 -6.036313 -0.20 1.94 0.46
H -3.663403 -1.140557 -7.619926 1.75 -0.98 1.42
H -2.145526 -0.727809 -6.567525 -1.58 -2.19 -0.55
H -2.330265 -2.491638 -7.437720 -0.46 2.07 0.86
C 1.764943 -1.463437 7.316095 -0.06 0.02 -0.05
C 2.048804 -2.025613 6.070494 -0.30 0.31 -0.02
C 1.386533 -1.569027 4.929302 -0.01 0.05 0.02
C 0.440829 -0.541122 5.046896 0.39 -0.36 0.75
C 0.148331 0.019743 6.297231 0.03 -0.03 -0.02
C 0.815051 -0.447108 7.431782 0.07 -0.14 -0.39
N -0.240212 -0.039288 3.847388 0.10 0.02 -0.71
O 0.032046 -0.574230 2.762300 -0.06 1.05 1.66
O -1.044891 0.892845 3.987604 1.04 -1.05 -0.24
H 2.287998 -1.818880 8.202253 -0.08 0.09 -0.20
H 2.789320 -2.818384 5.988615 -0.17 0.18 -0.03
H 1.619075 -2.017435 3.965866 -0.20 0.25 0.15
H -0.586918 0.814626 6.403607 0.14 -0.21 -0.23
H 0.597210 -0.016074 8.406462 0.02 -0.05 -0.25
C 1.293213 4.505373 2.848835 0.03 0.00 0.12
C 2.083088 5.547516 3.336869 -0.12 -0.24 0.37
C 2.599673 5.486505 4.632558 -0.04 -0.05 -0.04
C 2.321455 4.369920 5.432936 -0.35 0.03 -0.87
C 1.522424 3.325848 4.948245 0.04 0.04 0.00
C 1.009078 3.399437 3.651816 0.28 0.29 0.11
N 2.882586 4.288089 6.786786 0.39 -0.02 1.00
O 3.568899 5.240598 7.186042 -0.88 -1.40 -0.47
O 2.641597 3.269995 7.451202 0.43 1.39 -0.82
H 0.897314 4.554838 1.835909 0.13 0.03 0.21
H 2.298883 6.406827 2.705544 -0.17 -0.30 0.40
H 3.213570 6.306784 4.998107 -0.13 -0.32 0.09
H 1.294501 2.455734 5.560372 0.18 0.30 0.00
H 0.390262 2.592632 3.265321 0.13 0.22 0.14
C 2.970549 2.388365 -7.341091 -0.10 -0.06 0.07
C 2.775989 1.046154 -7.011308 -0.33 0.30 0.09
C 1.573907 0.634922 -6.432273 -0.13 -0.01 -0.05
C 0.567070 1.579819 -6.190985 0.88 0.25 -0.45
C 0.762673 2.929216 -6.513986 0.00 -0.02 0.00
C 1.970157 3.328996 -7.090033 -0.09 -0.40 0.11
N -0.708502 1.149507 -5.605988 -0.82 -0.01 0.50
O -0.835868 -0.049561 -5.316647 0.48 2.02 -0.11
O -1.586120 2.008512 -5.438840 1.37 -1.27 -0.30
H 3.907372 2.703285 -7.797589 -0.19 -0.06 0.10
H 3.560963 0.319232 -7.208675 -0.19 0.12 0.07
H 1.437759 -0.414721 -6.181141 -0.16 0.38 0.00
H -0.008325 3.673914 -6.327619 0.07 -0.35 0.03
H 2.130472 4.373709 -7.347171 -0.09 -0.22 0.08
C 4.954743 10.584354 -0.463379 -0.05 -0.12 0.03
C 3.608571 10.336297 -0.736196 0.22 -0.30 0.17
C 3.046141 9.099039 -0.416413 0.05 -0.03 0.04
C 3.843522 8.114486 0.183262 0.37 0.91 -0.22
C 5.197148 8.358126 0.451216 -0.04 0.01 0.00
C 5.749108 9.598341 0.124297 -0.41 -0.09 -0.07
N 3.251856 6.820851 0.545085 -0.29 -1.11 0.09
O 2.055755 6.636939 0.274491 1.65 0.19 0.43
O 3.980653 5.988607 1.103891 -1.03 1.18 -0.94
H 5.387404 11.552595 -0.709379 -0.09 -0.21 0.05
H 2.996288 11.109266 -1.195741 0.09 -0.21 0.10
H 1.995499 8.921367 -0.635359 0.29 -0.15 0.15
H 5.828703 7.601280 0.911727 -0.34 0.06 -0.11
H 6.798165 9.798246 0.331096 -0.23 -0.10 -0.02
C 7.910633 3.033372 7.962447 -0.07 -0.14 0.03
C 6.564461 2.785314 7.689631 0.22 -0.27 0.14
C 6.002032 1.548057 8.009414 0.05 -0.07 0.04
C 6.799412 0.563504 8.609089 0.37 0.93 -0.25
C 8.153039 0.807144 8.877043 -0.03 0.01 0.00
C 8.704999 2.047359 8.550124 -0.41 -0.10 -0.07
N 6.207747 -0.730130 8.970912 -0.47 -1.17 0.35
O 5.011646 -0.914043 8.700317 1.67 0.19 0.38
O 6.936543 -1.562375 9.529718 -1.11 1.18 -0.83
H 8.343295 4.001613 7.716448 -0.09 -0.20 0.05
H 5.952178 3.558285 7.230086 0.06 -0.19 0.14
H 4.951390 1.370385 7.790467 0.25 -0.11 0.16
H 8.784593 0.050299 9.337554 -0.34 0.07 -0.11
H 9.754055 2.247265 8.756923 -0.22 -0.10 -0.02
C 6.929778 -3.372874 -4.881513 -0.11 0.05 0.04
C 6.724073 -3.165899 -3.516601 -0.30 0.10 -0.27
C 5.520016 -2.622234 -3.064860 -0.05 0.00 -0.07
C 4.522452 -2.292210 -3.992610 0.87 -0.39 -0.31
C 4.729286 -2.491781 -5.364052 0.04 0.00 0.08
C 5.938648 -3.033534 -5.804071 -0.08 0.07 0.40
N 3.244754 -1.744071 -3.521968 -1.11 0.50 0.71
O 3.107414 -1.564593 -2.302694 0.17 -0.27 -1.96
O 2.375413 -1.496177 -4.369809 1.18 -0.37 1.23
H 7.868076 -3.802292 -5.228502 -0.20 0.10 0.07
H 7.501879 -3.431521 -2.803848 -0.21 0.08 -0.12
H 5.375132 -2.467172 -1.997939 -0.18 0.03 -0.32
H 3.965584 -2.235548 -6.095387 0.06 -0.03 0.36
H 6.107637 -3.195115 -6.866418 -0.09 0.05 0.22
```
Forces are in eV/Å.

Summary:
LUMO level in eV: -1.14
Orbital gap in eV: 7.31

These are the Löwdin partial charges, in e, on atoms 1 to 4: 0.062, -0.127, 0.494, -0.262